No. 1
Formula: C19H38Cl26NO3
Source: OMol25
Level of theory: ωB97M-V/def2-TZVPD

Geometry as XYZ:
```
87
Properties=species:S:1:pos:R:3:lowdin_charge:R:1
H 5.5818 1.6407 2.5003 0.029
Cl -0.2426 0.1870 1.5753 0.541
H -1.5844 -1.3400 2.7772 0.028
C 0.6673 -4.0037 1.3734 -0.136
H 0.7386 -1.8466 -4.6123 0.002
C 1.7535 1.0308 -1.5828 -0.269
C 0.1515 -3.9564 -1.0171 -0.207
Cl -9.0074 3.1629 5.5823 0.471
H -2.2191 -1.0284 1.1357 0.031
Cl 4.3442 3.8567 -0.7292 0.567
H 3.9943 5.0954 -2.7091 0.032
Cl -2.9038 0.6165 2.6855 0.488
Cl -6.6510 5.1478 5.4927 0.508
Cl 5.3053 -4.2908 -4.4687 0.505
Cl -2.6623 1.7933 -1.4456 0.496
Cl 8.7001 -1.2470 1.6148 0.483
Cl 3.8437 0.7098 1.2006 0.578
O 0.1343 -4.0014 2.6266 -0.114
C -1.1304 -1.6892 -10.3291 -1.041
O 0.5494 0.7943 -2.3968 -0.209
H -4.1429 -0.7778 9.0333 0.034
H 2.1849 -1.5492 -0.3090 0.085
H -0.5915 -3.4020 -1.7696 0.121
H -2.8576 2.9556 6.2414 0.039
H -4.0044 0.9629 9.4146 -0.016
C -5.3307 6.2816 5.8033 -0.997
Cl -1.4498 4.2632 -0.4821 0.494
H 1.8534 -4.5731 -2.4926 0.078
H -1.0071 -1.7172 -4.9729 -0.092
H 6.7196 -4.1868 -2.5805 0.003
H 2.4417 -3.8639 -0.7882 0.028
Cl -4.0524 6.1163 4.5936 0.494
N 1.7335 -2.3318 -2.3021 -0.166
C -3.6573 2.2879 5.9117 -0.991
Cl -8.5693 1.0527 3.6191 0.511
C -3.6963 -1.2813 -3.4840 -0.976
H 3.9282 0.3640 -1.2966 0.031
Cl -0.2195 -3.9363 -5.1525 0.478
H 4.3067 6.1482 -1.2990 0.026
H -3.9175 -1.5742 -2.4548 0.032
Cl -2.1040 0.1432 8.2774 0.525
Cl 0.3142 -1.6880 -6.9299 0.514
C -3.4725 0.0087 9.3883 -1.051
Cl 0.1480 -1.8545 -11.5388 0.485
H 8.6754 -2.9423 -0.0289 0.025
O -0.0345 -3.3024 0.2880 -0.147
H -3.7349 3.8198 -0.8800 0.025
H -0.7126 -1.8921 -9.3400 -0.046
Cl -2.9289 -0.3923 11.0218 0.499
C -0.0641 -2.1796 -5.2746 -1.046
C 8.3399 -1.9033 0.0134 -1.032
Cl 6.6055 -1.8443 -0.3230 0.511
C -7.8580 2.4419 4.4492 -1.098
Cl 4.6416 -4.8682 -1.6893 0.553
Cl 2.0416 5.4962 -1.4429 0.501
H -4.5336 -0.7106 -3.8932 0.031
H 1.4951 0.8874 -0.4411 0.042
H -3.1188 2.9562 0.5584 0.000
H 0.0955 -0.0074 -1.9556 0.060
H 6.3107 -5.8683 -3.0274 0.021
H -7.5720 3.1914 3.7072 0.007
C 5.9200 -4.8545 -2.9101 -1.026
C 3.7808 5.2569 -1.6497 -1.003
H 3.6923 -2.1241 -1.3105 0.049
C 2.6582 -1.5445 -1.3883 -0.370
C 2.9997 -0.0280 -1.9284 -0.191
H 8.8686 -1.3139 -0.7398 0.028
H 3.2479 0.0069 -3.0948 0.120
Cl -2.2485 -0.2671 -3.4953 0.554
Cl -2.4506 -2.8230 -10.6397 0.488
C -2.8976 3.2491 -0.4708 -1.019
Cl -4.2719 2.8517 4.3531 0.476
C 5.1639 1.8436 1.5112 -1.036
C -1.7749 -0.5719 2.0236 -1.003
H -6.9740 2.1125 5.0005 -0.037
C 1.6667 -3.7347 -1.6666 -0.350
H 2.0927 2.1654 -1.7051 0.087
H -0.1470 -5.0880 -1.0531 0.110
H -1.5218 -0.6696 -10.3622 0.030
Cl -3.4610 -2.7371 -4.4588 0.530
H 4.7725 2.8632 1.4781 -0.036
H -5.7222 7.3012 5.7702 0.028
H -3.2666 1.2741 5.7944 -0.002
Cl -4.9357 2.2742 7.1325 0.538
H -4.9129 6.0787 6.7924 0.030
H 1.7108 -4.5620 1.2699 0.164
Cl 6.4423 1.6783 0.3015 0.468
```

Summary:
- Multiplicity: 1
- HOMO: -2.50 eV
- Net charge: -1
- LUMO level: 1.53 eV


No. 2
Formula: C34H27BCsF4N4O2SeTe
Source: OMol25
Level of theory: ωB97M-V/def2-TZVPD

Geometry as XYZ:
```
75
Properties=species:S:1:pos:R:3:lowdin_charge:R:1
F -4.5815 -1.7634 2.0520 -0.014
C -3.5023 1.9545 -0.7789 -0.455
H -0.2144 3.6128 -1.5473 0.095
H -1.7526 6.2647 2.3260 0.097
H -4.5882 2.0317 -0.7558 0.047
C 4.1058 -2.1364 0.7619 -0.146
C 0.7726 1.5873 0.7409 -0.071
C 0.7046 2.9732 -4.0947 -0.110
C -0.7688 5.5604 -0.8351 -0.072
H -3.0966 2.8659 -1.2140 0.038
C -2.8769 -7.8909 0.6260 -0.015
C -1.6648 2.5908 -3.9206 -0.159
H -0.8370 -8.4694 0.7667 0.098
C -1.4374 1.5127 -3.0693 -0.551
C -0.1320 1.1647 -2.7384 -0.137
H 1.9458 1.6235 -2.9744 0.105
H 4.9562 2.4994 2.3951 0.066
H -0.5901 6.0370 -1.7906 0.100
C 3.0518 2.0427 1.5179 -0.285
C 4.0846 3.0266 2.0040 -0.074
C -3.7388 -6.7633 0.4652 -0.406
C -0.6236 2.0745 0.6277 -0.218
C 4.9220 -1.5182 -0.1796 -0.035
H -3.6000 0.9885 1.1345 0.086
C 0.9350 1.8935 -3.2537 -0.088
C 6.6642 -3.1180 0.2518 -0.104
H 7.6597 -3.4969 0.0569 0.094
B -5.4874 -1.2987 1.0756 -1.331
C -0.5995 3.3212 -4.4277 -0.111
H -3.2972 -8.8819 0.7328 0.112
C 3.3303 0.6898 1.3971 -0.017
C -3.1310 -5.4629 0.3221 -0.471
C -0.5629 4.1948 -0.7047 -0.014
F -6.3240 -2.3639 0.6447 0.013
N -5.0586 -6.7814 0.4498 -0.241
C -1.2236 4.3193 1.5996 -0.045
H -3.1195 2.6752 1.1784 0.104
N -1.5976 1.2565 0.6987 0.045
H -1.3668 7.3742 0.1481 0.094
O 0.3451 -0.5732 -0.1844 -0.252
C 1.0971 0.1974 0.4577 -0.359
C 5.8538 -3.7419 1.1913 -0.089
H 0.0341 -6.1503 0.5421 0.112
H 1.5355 3.5448 -4.4889 0.095
C 1.7516 2.4451 1.2074 0.006
C 6.1928 -2.0108 -0.4398 -0.087
H 3.9182 -3.7434 2.1442 0.114
F -6.2792 -0.2730 1.5569 0.131
C -0.8048 3.5633 0.5106 -0.191
Se -5.5858 -5.0960 0.2666 1.235
N -3.9546 -4.4495 0.1868 -0.221
N -1.7725 -5.2635 0.3487 0.093
F -4.7150 -0.8631 -0.0299 -0.042
Cs -1.9330 -1.8867 0.8215 1.084
H 4.3049 0.3312 1.7158 0.116
C 4.5766 -3.2587 1.4345 -0.025
H 6.2188 -4.6082 1.7288 0.096
O 1.8598 -2.5080 1.3574 0.063
C -1.2036 6.3089 0.2515 -0.100
C -2.9777 1.7323 0.6377 -0.299
C 2.3966 -0.2324 0.9310 -0.088
H -1.3987 3.8280 2.5496 0.124
C -1.5440 -7.6600 0.6438 -0.057
H -0.7877 4.1640 -5.0815 0.094
C 2.6888 -1.6699 1.0340 -0.308
H 0.0444 0.3574 -2.0334 0.071
H 4.5525 -0.6526 -0.7147 0.118
H 4.4305 3.6870 1.2041 0.070
Te -3.0581 0.4342 -2.2220 1.312
H -2.6798 2.8668 -4.1803 0.088
H 3.6928 3.6620 2.8016 0.069
C -1.4230 5.6865 1.4719 -0.086
H 6.8160 -1.5282 -1.1821 0.097
H 1.4852 3.4869 1.3658 0.118
C -1.0378 -6.3167 0.5068 -0.127
```

Summary:
- Multiplicity: 1
- HOMO: -4.39 eV
- Net charge: -1
- LUMO level: 1.04 eV
- Energy relative to the best compared isomer or geometry (same formula, charge and spin): 0.00 kcal/mol


No. 3
Formula: CH3FOS
Source: OMol25
Level of theory: ωB97M-V/def2-TZVPD

Geometry as XYZ:
```
7
Properties=species:S:1:pos:R:3:lowdin_charge:R:1
H -0.2946 0.2097 0.9986 0.038
H 1.0354 -0.1398 -0.2021 0.073
H -0.6805 -0.2047 -0.6460 0.026
O -0.4023 -2.6908 -0.4749 -0.437
F -2.0046 -1.5132 1.6012 -0.491
S -0.1115 -1.9319 0.7010 1.046
C -0.0039 -0.2802 0.1048 -0.255
```

Summary:
- Multiplicity: 1
- HOMO: -11.10 eV
- Net charge: 0
- LUMO level: -1.35 eV
- Energy relative to the best compared isomer or geometry (same formula, charge and spin): 41.90 kcal/mol


No. 4
Formula: C4H7NO2
Source: OMol25
Level of theory: ωB97M-V/def2-TZVPD

Geometry as XYZ:
```
14
Properties=species:S:1:pos:R:3:lowdin_charge:R:1
H 1.8391 -2.0188 -0.3742 0.076
H -1.3143 2.4651 -1.4284 0.018
O 0.0703 1.3909 -0.6172 -0.105
C -0.0878 -1.2048 0.1378 -0.222
H 1.6729 -0.2973 -0.7570 0.065
C -0.8287 1.1642 0.4694 -0.537
H -1.3459 -0.3424 1.6368 0.152
C 1.4216 -1.0686 -0.0281 -0.086
O -1.5251 2.0366 0.9122 0.118
C -0.2648 2.1442 -1.6403 0.113
H -0.5755 -1.3051 -0.8397 0.120
H 1.8863 -0.8048 0.9268 0.082
N -0.7123 -0.1098 0.8867 0.086
H -0.3174 -2.1131 0.7016 0.117
```

Summary:
- Multiplicity: 1
- HOMO: -8.96 eV
- Net charge: 0
- LUMO level: 0.37 eV
- Energy relative to the best compared isomer or geometry (same formula, charge and spin): 80.01 kcal/mol


No. 5
Formula: C4H5NS2
Source: OMol25
Level of theory: ωB97M-V/def2-TZVPD

Geometry as XYZ:
```
12
Properties=species:S:1:pos:R:3:lowdin_charge:R:1
H 1.3238 -0.8503 1.0034 0.097
H -1.0117 -2.2332 -0.2172 0.132
H 1.6432 0.9381 -1.1967 0.073
S -1.1388 1.2700 1.0630 0.898
N 0.2721 1.6030 -0.1825 -0.886
C 0.9387 -0.7705 0.0285 -0.112
H -2.6091 -0.6591 0.6344 0.051
S 0.3568 3.0784 -0.7845 0.504
C -0.6525 -1.1645 0.1146 -0.137
C 1.0368 0.6133 -0.4541 -0.241
C -1.6070 -0.3412 0.5373 -0.469
H 1.4478 -1.4841 -0.5463 0.090
```

Summary:
- Multiplicity: 1
- HOMO: -7.86 eV
- Net charge: 0
- LUMO level: -0.07 eV
- Structure (SMILES): [S-][N+]1=CCC=CS1
- Energy relative to the best compared isomer or geometry (same formula, charge and spin): 76.75 kcal/mol


No. 6
Formula: C34H63N9O2
Source: OMol25
Level of theory: ωB97M-V/def2-TZVPD

Geometry as XYZ:
```
108
Properties=species:S:1:pos:R:3:lowdin_charge:R:1
C -18.5873 -8.8816 16.0974 -0.188
N -18.8380 -8.8339 17.2487 0.171
H -17.8538 -12.6428 18.4332 0.094
C -11.7248 -5.3425 13.2965 -0.232
C -15.1183 -4.7093 9.2984 -0.068
C -15.0750 -7.8723 17.3428 -0.010
H -18.8296 -11.4666 19.2044 0.097
N -12.0796 -5.8431 12.3187 0.147
H -12.5240 -5.7915 16.1984 0.086
H -14.3075 -5.4231 14.7105 0.060
C -16.4948 -5.4274 11.4519 -0.197
H -23.7141 -11.8820 12.7147 0.087
H -21.7945 -6.6124 11.9052 0.070
C -16.5959 -12.9615 15.0034 -0.093
C -14.2809 -13.3572 12.7681 -0.251
C -19.3260 -7.7394 21.3844 -0.220
H -12.1285 -8.6802 18.9514 0.137
H -17.4205 -5.3594 10.8803 0.097
H -17.5730 -5.9966 22.5770 0.075
H -14.8149 -6.5544 19.6241 0.054
H -14.8241 -7.1090 16.6062 0.071
H -18.1323 -7.9810 19.7720 0.085
H -18.2322 -5.0311 20.5497 0.110
C -17.9343 -6.3290 14.4384 -0.101
H -19.5713 -7.3491 13.5673 0.089
H -17.2605 -9.3286 14.5171 0.105
H -15.9467 -7.5753 17.9258 0.072
H -14.4053 -4.0845 15.9763 0.073
C -19.7216 -12.4197 17.4514 -0.202
H -22.0558 -8.0274 10.9409 0.061
H -22.7664 -12.0945 14.2276 0.090
C -19.6648 -8.0027 9.8860 -0.231
N -14.3731 -13.7068 11.6857 0.148
H -18.0851 -7.8241 12.8888 0.084
H -23.3211 -6.7583 11.0415 0.080
H -18.1950 -5.4457 13.8553 0.069
C -12.5029 -4.8316 15.6823 -0.228
C -16.2902 -4.2209 12.2746 -0.218
N -19.8680 -8.2206 22.3047 0.135
H -18.7842 -13.5069 20.7019 0.069
C -15.3435 -5.7568 10.4851 -0.220
H -10.3770 -5.0130 14.9273 0.105
C -18.6864 -7.1387 20.1862 -0.211
C -12.8480 -8.6917 18.1182 -0.373
H -15.5060 -11.2736 14.0495 0.102
N -19.2513 -9.0781 10.1403 0.137
H -20.7465 -9.8054 12.8913 0.081
C -17.7274 -5.9956 20.4949 -0.260
C -16.8894 -6.2492 21.7665 -0.108
C -21.5933 -6.3101 9.7600 -0.234
C -11.3325 -4.6520 14.5468 -0.132
H -19.5124 -11.5120 16.8852 0.073
C -20.0784 -6.6391 9.5464 -0.176
H -19.0461 -14.5518 19.2744 0.072
H -13.2790 -12.3274 14.2066 0.122
C -15.3409 -12.1116 14.7267 -0.244
N -22.3377 -12.3900 17.9067 0.133
H -20.3321 -13.6154 20.0328 0.066
C -13.8777 -4.5102 15.1228 -0.144
H -19.4696 -13.3404 16.9251 0.113
H -18.1865 -6.1999 15.4909 0.068
C -13.8136 -6.9045 19.3737 -0.017
C -18.2815 -8.9675 14.6410 -0.148
O -23.9203 -8.2285 13.4363 -0.036
H -17.3541 -12.3572 15.5015 0.048
H -17.0828 -5.9349 19.6181 0.078
H -16.0159 -5.5975 21.7503 0.065
N -16.0770 -3.2879 12.9393 0.158
C -22.7722 -11.6736 13.2221 -0.036
C -18.5559 -7.6252 13.8515 -0.215
H -19.6818 -6.4738 8.5446 0.118
H -13.2650 -6.0818 18.9151 0.079
H -21.9425 -12.1138 12.6689 0.094
H -16.5273 -7.2737 21.8528 0.078
C -21.1728 -12.3868 17.7158 -0.223
H -16.9783 -13.2164 14.0150 0.074
C -19.2833 -13.5936 19.7367 -0.094
H -15.0105 -3.7458 9.7965 0.062
H -14.4933 -5.8382 11.1623 0.069
C -22.2511 -6.9557 10.9768 -0.112
H -21.4629 -8.5101 13.8172 0.083
H -13.9265 -13.8283 14.7040 0.123
H -15.0775 -8.8071 16.7822 0.079
N -22.7195 -10.2404 13.4009 -0.189
C -21.4668 -9.5915 13.6809 -0.060
H -15.4802 -6.7534 10.0654 0.103
H -13.3308 -7.2424 20.2907 0.087
H -16.0221 -4.6897 8.6894 0.061
H -19.5153 -5.9674 10.1944 0.093
C -18.8795 -12.4568 18.7515 -0.240
H -12.3195 -4.1761 16.5337 0.093
H -15.0293 -11.6952 15.6847 0.100
O -12.7271 -9.4314 17.1452 -0.013
H -11.2270 -3.6138 14.2322 0.110
H -22.1387 -6.6375 8.8748 0.105
N -13.9540 -7.9837 18.3120 -0.169
H -14.2613 -4.9384 8.6649 0.069
H -18.8539 -9.7661 14.1692 0.088
H -19.3736 -6.9053 19.3730 0.107
H -16.3439 -13.8905 15.5147 0.080
H -13.8856 -3.6369 14.4706 0.061
H -21.7048 -5.2266 9.8016 0.105
H -21.0519 -10.0627 14.5720 0.080
H -24.6812 -10.0917 13.0311 0.131
C -14.1816 -12.9343 14.1350 -0.201
H -16.8586 -6.4252 14.5856 0.061
H -16.6983 -6.2197 12.1723 0.080
C -23.8004 -9.4728 13.2625 -0.314
```

Summary:
- Multiplicity: 1
- HOMO: -9.54 eV
- Net charge: 0
- LUMO level: 0.18 eV
- Structure (SMILES): CN(C)C=O.CN(C)C=O.CCCC#N.CCCC#N.CCCC#N.CCCC#N.CCCC#N.CCCC#N.CCCC#N
- Energy relative to the best compared isomer or geometry (same formula, charge and spin): 34.91 kcal/mol